(1)
The following is a DFT calculation (ωB97M-V/def2-TZVPD) of a structure of composition C10H6AuN5S.

Its net charge is 0. The value obtained for the LUMO energy is -2.0985 eV. For the total energy, the calculation gives -1192.295099 Ha. For the strongest force on any atom, the calculation gives 1.4 eV/Å. The value obtained for the HOMO energy is -8.0 eV. The frontier orbital gap is 0.2165 Ha.

Last column: natural (NBO) charge in e.
Geometry (Å):
Au 0.01 0.03 0.05  0.585
N 0.03 0.02 1.96  -0.617
C 0.30 0.11 3.09  0.530
C 0.58 0.21 4.42  -0.571
C 1.15 -0.90 5.10  0.299
N 1.61 -1.79 5.66  -0.349
C 0.32 1.42 5.10  0.298
N 0.11 2.40 5.66  -0.348
N 0.27 -1.16 -6.88  -0.746
C -0.01 -0.01 -6.26  0.077
S -0.33 1.35 -7.13  -0.089
C 0.00 -0.01 -4.77  -0.049
C -0.28 1.15 -4.06  -0.189
C -0.27 1.14 -2.68  0.059
N -0.01 0.03 -1.97  -0.488
C 0.26 -1.09 -2.64  0.062
C 0.27 -1.15 -4.02  -0.219
H 0.27 -1.16 -7.88  0.423
H 0.48 -2.02 -6.40  0.393
H -0.50 2.07 -4.59  0.267
H -0.48 2.03 -2.12  0.228
H 0.47 -1.97 -2.05  0.227
H 0.50 -2.10 -4.48  0.217

---

(2)
The following is a DFT calculation (ωB97M-V/def2-TZVPD) of a structure of composition C10H6Cl2N2O3STiTl.

Its net charge is +4. The spin multiplicity is 2. The value obtained for the LUMO energy (alpha / beta) is -17.9067 / -17.8500 eV. For the total energy, the calculation gives -3058.728575 Ha. The calculation puts the energy above the lowest of the compared OMol25 structures with the same formula, charge and spin at 50.8 kJ/mol. For the strongest force on any atom, the calculation gives 14.7 eV/Å. The value obtained for the HOMO energy (alpha / beta) is -22.5 / -22.5 eV. The frontier orbital gap (alpha / beta) is 0.1684 / 0.1705 Ha.

Last column: Löwdin spin population.
Geometry (Å):
Tl -1.33 -0.13 -5.61  0.000
Ti 0.25 0.99 -0.99  0.044
Cl 0.50 -0.29 -3.16  -0.004
Cl -0.90 2.84 -1.30  -0.004
C 1.99 1.52 -0.57  0.002
C 0.63 -2.10 -5.55  0.000
C 1.04 1.24 -6.01  0.000
O 3.10 1.84 -0.28  0.005
O 1.54 -2.70 -5.20  0.000
O 2.08 1.64 -5.77  0.000
N 1.13 -1.95 -0.49  0.074
C 0.48 -1.48 0.58  0.033
N -0.17 -0.29 0.54  -0.005
C -0.74 0.07 1.79  0.139
C -1.44 1.23 2.04  0.018
C -1.86 1.47 3.35  0.274
C -1.56 0.55 4.37  0.152
C -0.83 -0.62 4.10  -0.011
C -0.42 -0.86 2.78  0.196
S 0.57 -2.20 2.15  0.077
H 1.58 -2.85 -0.38  0.001
H 0.90 -1.61 -1.44  0.002
H -1.64 1.92 1.21  -0.002
H -2.43 2.37 3.59  0.009
H -1.90 0.74 5.39  0.004
H -0.56 -1.34 4.87  -0.003

---

(3)
The following is a DFT calculation (ωB97M-V/def2-TZVPD) of the molecule C10H6ClNO3.

Its net charge is 0. The spin multiplicity is 3. The value obtained for the LUMO energy (alpha / beta) is 0.2982 / -2.8483 eV. For the total energy, the calculation gives -1125.203601 Ha. For the strongest force on any atom, the calculation gives 7.8 eV/Å. The value obtained for the HOMO energy (alpha / beta) is -5.2 / -9.7 eV. The frontier orbital gap (alpha / beta) is 0.2010 / 0.2509 Ha.

Last column: Löwdin spin population.
Geometry (Å):
C -0.54 2.45 1.17  0.019
C -1.69 1.91 1.72  0.165
C 0.20 1.73 0.32  0.096
C -1.84 0.56 1.56  -0.008
C 0.02 0.38 0.11  0.106
C -1.05 -0.25 0.69  0.157
C 0.94 -0.47 -0.67  0.404
C -1.27 -1.69 0.57  0.040
C 2.39 -0.03 -2.59  0.019
C 0.79 -1.80 -0.64  0.469
N -0.39 -2.39 -0.22  0.179
O 2.14 0.01 -1.21  0.065
O -2.22 -2.33 0.99  0.135
O 1.77 -0.57 -3.43  0.006
Cl 1.89 -2.79 -1.41  0.135
H -0.28 3.48 1.27  -0.002
H -2.30 2.36 2.47  0.011
H 1.13 2.24 0.08  0.004
H -2.56 0.14 2.12  -0.005
H 3.34 0.47 -2.57  0.001
H -0.47 -3.39 -0.32  0.005

---

(4)
The following is a DFT calculation (ωB97M-V/def2-TZVPD) of a structure of composition C10H6ClNO8Pt.

Its net charge is -2. The value obtained for the LUMO energy (alpha / beta) is 4.7142 / 4.8430 eV. For the total energy, the calculation gives -1620.874348 Ha. For the strongest force on any atom, the calculation gives 3.9 eV/Å. The value obtained for the HOMO energy (alpha / beta) is -0.8 / -1.1 eV. The frontier orbital gap (alpha / beta) is 0.2020 / 0.2192 Ha.

Last column: natural (NBO) charge in e.
Geometry (Å):
Pt -1.41 0.05 0.02  1.023
O 5.62 0.99 -0.12  -0.766
C 4.82 1.93 -0.09  0.742
O 5.02 3.15 -0.11  -0.740
C 3.30 1.49 0.01  -0.033
C 3.00 0.14 0.13  -0.316
C 1.69 -0.27 0.27  0.509
N 0.66 0.57 0.23  -0.493
C 0.93 1.89 0.08  0.111
C 2.22 2.37 0.00  -0.238
C -0.29 2.81 0.03  0.743
O -0.13 4.02 0.15  -0.663
O -1.40 2.23 -0.16  -0.700
H 3.82 -0.57 0.14  0.240
H 2.16 -2.11 0.37  0.485
H 2.37 3.44 -0.07  0.263
Cl -3.99 -2.90 -1.63  -0.079
C -4.41 -2.36 0.00  -0.488
C -4.64 -0.80 0.00  0.780
O -5.82 -0.45 -0.04  -0.703
O -3.64 -0.06 0.09  -0.760
H -3.59 -2.64 0.66  0.223
H -5.33 -2.87 0.28  0.202
O 1.36 -1.57 0.47  -0.652
C -0.70 -2.85 -0.62  0.030
O -1.44 -2.02 -0.10  -0.732
H -0.20 -3.61 0.01  0.013